Record 1
Here is 16 unconnected molecules or ions with the total composition C4H40NO16 at a distorted geometry from the OMol25 dataset. Energies are from wB97M-V/def2-TZVPD.

Atoms and positions in Å:
O  -2.321  -1.360  2.805
O  1.726  -1.335  1.160
O  -0.201  0.289  2.537
O  2.404  2.526  2.764
O  -3.039  1.539  1.474
O  3.889  0.685  1.121
O  -1.059  -3.968  -0.822
O  0.280  3.547  0.258
O  2.301  -2.211  -2.821
O  3.519  2.405  -0.915
O  3.765  -2.530  -0.263
O  -0.367  -2.207  -2.341
O  -0.448  -3.058  1.595
O  -0.371  -0.789  -0.175
O  -1.175  3.455  2.565
O  -3.075  -0.816  0.248
N  -2.679  0.004  -3.015
C  -2.453  1.383  -2.616
C  -0.297  0.582  -0.594
C  -0.989  1.826  -2.759
C  0.035  0.907  -2.071
H  1.015  1.373  -2.115
H  -3.266  -1.005  -0.669
H  -0.189  3.305  -0.537
H  -0.753  2.946  3.268
H  3.832  1.374  1.791
H  0.253  1.133  0.175
H  0.259  -2.454  1.292
H  -0.354  3.507  1.015
H  -0.661  -3.057  -1.949
H  1.319  -2.224  -2.649
H  -3.097  -1.293  2.263
H  2.707  2.605  -0.437
H  -3.036  0.711  0.935
H  3.815  -1.573  -0.175
H  -2.716  1.483  -1.565
H  -3.077  2.064  -3.192
H  -2.194  -0.609  -2.369
H  -2.327  -0.159  -3.937
H  2.589  -1.303  -2.660
H  -0.392  -1.647  -1.484
H  -0.824  -3.375  -0.056
H  -1.023  -2.551  2.197
H  2.089  1.852  3.383
H  -0.409  -0.188  1.703
H  -2.075  -0.977  0.236
H  3.171  0.044  1.197
H  0.605  -0.189  2.745
H  3.934  1.656  -0.443
H  0.143  -0.005  -2.648
H  2.176  -2.066  0.694
H  1.012  -0.956  0.488
H  -0.335  -4.609  -0.843
H  1.699  2.728  2.124
H  -1.277  1.025  -0.373
H  -0.785  1.773  -3.836
H  -1.885  2.873  2.239
H  -0.800  2.888  -2.566
H  -3.914  1.564  1.870
H  3.498  -2.730  -1.170
H  -2.131  -0.456  3.114

As for the net charge: -1. Its spin multiplicity is 1. The calculation puts the frontier orbital gap at 8.94 eV. The value obtained for the total energy is -1435.12060 hartree. Its energy relative to the best compared isomer or geometry (same formula, charge and spin) is 0.0 kcal/mol.

Mulliken charges in e: atom 1 (O): -0.637, atom 2 (O): -1.011, atom 3 (O): -0.597, atom 4 (O): -0.737, atom 5 (O): -0.637, atom 6 (O): -0.697, atom 7 (O): -0.792, atom 8 (O): -0.661, atom 9 (O): -0.803, atom 10 (O): -0.707, atom 11 (O): -0.758, atom 12 (O): -0.961, atom 13 (O): -0.796, atom 14 (O): -1.035, atom 15 (O): -0.737, atom 16 (O): -0.818, atom 17 (N): -0.549, atom 18 (C): -0.366, atom 19 (C): 0.934, atom 20 (C): -0.946, atom 21 (C): -0.801, atom 22 (H): 0.183, atom 23 (H): 0.303, atom 24 (H): 0.252, atom 25 (H): 0.311, atom 26 (H): 0.272, atom 27 (H): 0.583, atom 28 (H): 0.353, atom 29 (H): 0.413, atom 30 (H): 0.554, atom 31 (H): 0.483, atom 32 (H): 0.297, atom 33 (H): 0.303, atom 34 (H): 0.305, atom 35 (H): 0.318, atom 36 (H): 0.019, atom 37 (H): 0.446, atom 38 (H): 0.053, atom 39 (H): 0.293, atom 40 (H): 0.291, atom 41 (H): 0.278, atom 42 (H): 0.444, atom 43 (H): 0.498, atom 44 (H): 0.316, atom 45 (H): 0.151, atom 46 (H): 0.413, atom 47 (H): 0.457, atom 48 (H): 0.362, atom 49 (H): 0.398, atom 50 (H): 0.279, atom 51 (H): 0.227, atom 52 (H): 0.776, atom 53 (H): 0.337, atom 54 (H): 0.332, atom 55 (H): -0.385, atom 56 (H): 0.458, atom 57 (H): 0.399, atom 58 (H): 0.392, atom 59 (H): 0.260, atom 60 (H): 0.394, atom 61 (H): 0.296

***

Record 2
Here is 16 unconnected molecules or ions with the total composition C4H41NO15 at a distorted geometry from the OMol25 dataset. Energies are from wB97M-V/def2-TZVPD.

Atoms and positions in Å:
O  -2.929  4.328  0.407
O  -1.413  -2.760  1.490
O  4.470  0.563  -2.249
O  -3.816  0.930  -1.162
O  -0.943  -5.243  -0.981
O  -2.991  -1.569  -0.463
O  1.801  -2.947  0.065
O  -2.808  0.208  1.587
O  1.042  -4.047  2.166
O  3.370  3.369  2.137
O  3.982  3.000  -0.646
O  1.008  -2.778  -3.333
O  0.485  4.663  1.944
O  -3.060  -1.741  3.836
O  -1.249  2.235  2.527
N  1.095  -0.071  -1.120
C  0.548  0.787  -0.087
C  0.099  -0.112  -2.279
C  1.482  0.740  1.162
C  0.733  0.085  -3.637
H  1.669  -0.305  1.438
H  -3.674  -1.050  3.564
H  3.020  2.981  -0.629
H  -1.701  2.125  3.370
H  -2.224  -2.498  1.948
H  -1.540  1.418  2.061
H  5.188  0.049  -1.873
H  -3.448  -2.575  3.550
H  0.679  -2.268  -4.078
H  1.995  0.235  -1.454
H  -1.080  -4.292  -0.989
H  1.657  -2.146  -0.456
H  -2.419  -0.623  1.264
H  -3.465  0.412  0.906
H  1.663  -3.342  1.885
H  -3.964  0.157  -1.726
H  -3.877  -1.716  -0.798
H  -0.752  -3.114  2.105
H  2.383  1.249  0.846
H  1.014  1.066  2.104
H  -0.084  3.879  2.057
H  4.533  1.455  -1.873
H  -2.848  4.252  -0.544
H  2.824  4.147  1.912
H  0.184  -0.405  -4.460
H  -0.664  0.664  -2.091
H  -0.158  -5.417  -1.510
H  -0.494  0.504  0.077
H  2.016  -3.673  -0.530
H  0.519  1.856  -0.387
H  -2.470  3.620  0.870
H  -0.511  -1.039  -2.001
H  4.192  3.378  0.217
H  1.839  -0.045  -3.630
H  0.776  -2.291  -2.541
H  0.505  -4.246  1.393
H  2.772  2.899  2.728
H  -2.501  -2.369  -0.226
H  0.666  1.103  -4.021
H  -0.217  5.262  1.644
H  -2.912  1.064  -1.485

Its spin multiplicity is 1. The calculation puts the frontier orbital gap at 9.26 eV. The value obtained for the total energy is -1360.30811 hartree. Its energy relative to the best compared isomer or geometry (same formula, charge and spin) is 66.5 kcal/mol.

Mulliken charges in e: atom 1 (O): -0.640, atom 2 (O): -0.583, atom 3 (O): -0.632, atom 4 (O): -0.639, atom 5 (O): -0.620, atom 6 (O): -0.482, atom 7 (O): -0.564, atom 8 (O): -0.658, atom 9 (O): -0.724, atom 10 (O): -0.645, atom 11 (O): -0.661, atom 12 (O): -0.639, atom 13 (O): -0.614, atom 14 (O): -0.634, atom 15 (O): -0.567, atom 16 (N): 0.302, atom 17 (C): 0.145, atom 18 (C): -0.024, atom 19 (C): -0.663, atom 20 (C): -1.870, atom 21 (H): 0.073, atom 22 (H): 0.326, atom 23 (H): 0.287, atom 24 (H): 0.270, atom 25 (H): 0.228, atom 26 (H): 0.353, atom 27 (H): 0.300, atom 28 (H): 0.310, atom 29 (H): 0.301, atom 30 (H): 0.161, atom 31 (H): 0.283, atom 32 (H): 0.294, atom 33 (H): 0.209, atom 34 (H): 0.355, atom 35 (H): 0.365, atom 36 (H): 0.290, atom 37 (H): 0.238, atom 38 (H): 0.362, atom 39 (H): 0.314, atom 40 (H): 0.280, atom 41 (H): 0.298, atom 42 (H): 0.341, atom 43 (H): 0.297, atom 44 (H): 0.348, atom 45 (H): 0.478, atom 46 (H): -0.182, atom 47 (H): 0.318, atom 48 (H): -0.405, atom 49 (H): 0.248, atom 50 (H): 0.207, atom 51 (H): 0.339, atom 52 (H): 0.543, atom 53 (H): 0.326, atom 54 (H): 0.427, atom 55 (H): 0.323, atom 56 (H): 0.330, atom 57 (H): 0.289, atom 58 (H): 0.245, atom 59 (H): 0.417, atom 60 (H): 0.322, atom 61 (H): 0.306

***

Record 3
Here is 17 unconnected molecules or ions with the total composition C4H41NO16 at a distorted geometry from the OMol25 dataset. Energies are from wB97M-V/def2-TZVPD.

Atoms and positions in Å:
O  -2.126  3.782  -2.074
O  -2.953  1.025  0.257
O  0.748  -3.970  2.340
O  -0.023  2.115  4.370
O  -0.071  -2.024  0.349
O  -2.100  -0.982  2.000
O  1.646  0.002  -3.998
O  0.292  -2.152  -3.093
O  -4.025  -1.347  -0.678
O  2.146  -1.228  3.483
O  2.930  -2.663  1.265
O  -0.776  2.294  -3.991
O  2.265  -2.872  -1.490
O  -0.641  -0.602  4.403
O  -1.737  3.414  0.618
O  -2.484  -2.062  -2.999
N  0.188  1.365  0.202
C  1.264  1.996  1.019
C  0.839  1.017  -1.114
C  2.540  1.450  0.458
C  2.263  1.595  -1.032
H  0.787  1.856  4.812
H  -0.655  -1.922  -3.083
H  1.998  -2.217  -2.155
H  2.827  -2.555  0.304
H  1.891  0.313  -4.875
H  -0.743  -2.548  -0.104
H  -0.104  0.503  0.649
H  -2.058  1.049  -0.127
H  0.743  -2.102  -0.175
H  -1.510  3.806  -1.336
H  0.029  -0.954  4.986
H  0.880  -3.810  3.277
H  -0.770  3.230  -3.764
H  1.214  3.082  0.869
H  -4.220  -1.608  0.233
H  -2.849  -1.894  -2.107
H  -3.297  -1.876  -3.484
H  2.364  -1.760  2.686
H  2.967  1.008  -1.618
H  -1.085  -1.219  3.819
H  -1.587  1.960  -3.595
H  -3.048  3.776  -1.822
H  0.785  -1.569  -3.698
H  2.621  0.389  0.691
H  -1.998  3.833  1.443
H  1.127  1.815  2.085
H  -3.019  1.934  0.593
H  1.629  -3.582  -1.622
H  -1.460  -1.538  1.544
H  2.274  2.623  -1.389
H  2.997  -1.063  3.899
H  0.826  -0.041  -1.364
H  -0.867  2.967  0.689
H  -2.354  -0.205  1.486
H  -3.620  -0.465  -0.563
H  -0.331  1.353  3.858
H  1.087  0.700  -3.629
H  0.136  -3.351  1.928
H  2.497  -3.521  1.422
H  3.435  1.927  0.851
H  0.278  1.521  -1.907

Its spin multiplicity is 1. The calculation puts the frontier orbital gap at 9.95 eV. The value obtained for the total energy is -1435.62343 hartree. Its energy relative to the best compared isomer or geometry (same formula, charge and spin) is 11.4 kcal/mol.

Mulliken charges in e: atom 1 (O): -0.620, atom 2 (O): -0.714, atom 3 (O): -0.694, atom 4 (O): -0.625, atom 5 (O): -0.510, atom 6 (O): -0.645, atom 7 (O): -0.629, atom 8 (O): -0.602, atom 9 (O): -0.727, atom 10 (O): -0.508, atom 11 (O): -0.706, atom 12 (O): -0.626, atom 13 (O): -0.714, atom 14 (O): -0.569, atom 15 (O): -0.803, atom 16 (O): -0.690, atom 17 (N): 0.678, atom 18 (C): -0.557, atom 19 (C): 0.167, atom 20 (C): -0.206, atom 21 (C): -0.735, atom 22 (H): 0.278, atom 23 (H): 0.259, atom 24 (H): 0.315, atom 25 (H): 0.308, atom 26 (H): 0.251, atom 27 (H): 0.304, atom 28 (H): -0.232, atom 29 (H): 0.339, atom 30 (H): 0.057, atom 31 (H): 0.356, atom 32 (H): 0.244, atom 33 (H): 0.305, atom 34 (H): 0.303, atom 35 (H): 0.434, atom 36 (H): 0.299, atom 37 (H): 0.330, atom 38 (H): 0.316, atom 39 (H): 0.377, atom 40 (H): 0.383, atom 41 (H): 0.293, atom 42 (H): 0.298, atom 43 (H): 0.262, atom 44 (H): 0.425, atom 45 (H): -0.078, atom 46 (H): 0.237, atom 47 (H): 0.170, atom 48 (H): 0.286, atom 49 (H): 0.290, atom 50 (H): 0.491, atom 51 (H): 0.317, atom 52 (H): 0.277, atom 53 (H): -0.180, atom 54 (H): 0.322, atom 55 (H): 0.295, atom 56 (H): 0.447, atom 57 (H): 0.289, atom 58 (H): 0.349, atom 59 (H): 0.374, atom 60 (H): 0.322, atom 61 (H): 0.497, atom 62 (H): -0.173

***

Record 4
Here is 16 unconnected molecules or ions with the total composition C4H43N2O15 at a distorted geometry from the OMol25 dataset. Energies are from wB97M-V/def2-TZVPD.

Atoms and positions in Å:
O  -0.730  -0.063  -3.709
O  -3.501  -3.263  -0.945
O  -3.889  -1.822  1.786
O  3.068  2.709  -1.766
O  -1.424  -0.083  0.510
O  3.429  2.448  1.734
O  -3.598  1.957  -0.264
O  4.373  0.729  -0.595
O  -1.052  3.081  -0.152
O  1.461  4.066  0.003
O  -3.681  -0.455  -1.062
O  -1.601  -3.418  2.504
O  -1.818  0.849  3.011
O  -1.023  -4.053  -0.118
O  2.008  1.146  -3.679
N  2.451  -1.441  2.687
N  1.050  -1.593  -0.145
C  1.297  0.937  -0.207
C  1.364  -0.577  1.968
C  1.517  -1.890  -1.566
C  1.761  -0.443  0.558
H  -1.550  -3.348  3.492
H  -4.620  -2.061  1.270
H  -2.378  0.978  3.768
H  0.127  1.127  -0.444
H  2.177  -2.678  -1.660
H  -0.096  3.155  -0.278
H  1.675  0.955  -1.152
H  -1.301  3.919  0.417
H  0.630  -2.213  -2.156
H  -3.907  -0.229  -2.006
H  -3.916  -0.866  1.581
H  -1.683  -4.249  0.579
H  3.244  -1.776  2.186
H  -3.310  2.689  0.313
H  2.762  -1.137  3.587
H  -3.818  -2.518  -0.630
H  2.200  0.285  -4.034
H  1.604  1.786  0.375
H  -2.522  -3.010  -1.179
H  -2.231  -0.635  0.421
H  -2.492  -2.975  2.530
H  4.854  0.977  0.250
H  -0.934  -4.750  -0.715
H  0.466  -1.062  2.132
H  3.000  3.002  0.953
H  3.201  2.942  2.509
H  2.079  3.635  -0.545
H  -1.650  0.419  1.240
H  -1.109  1.437  3.156
H  0.022  -1.499  -0.079
H  1.453  0.549  2.208
H  1.025  1.149  -3.884
H  -3.941  0.332  -0.741
H  2.888  -0.638  0.311
H  1.388  4.986  -0.316
H  2.802  2.352  -2.637
H  -2.635  1.668  -0.620
H  5.012  0.733  -1.356
H  -0.472  -0.363  -2.845
H  -1.219  0.759  -3.573
H  1.283  -2.434  0.419
H  3.639  1.972  -1.359
H  1.940  -0.909  -1.868

As for the net charge: +1. Its spin multiplicity is 1. The calculation puts the frontier orbital gap at 9.59 eV. The value obtained for the total energy is -1415.97227 hartree. Its energy relative to the best compared isomer or geometry (same formula, charge and spin) is 134.6 kcal/mol.

Mulliken charges in e: atom 1 (O): -0.696, atom 2 (O): -0.617, atom 3 (O): -0.624, atom 4 (O): -0.769, atom 5 (O): 0.584, atom 6 (O): -0.621, atom 7 (O): -0.757, atom 8 (O): -0.700, atom 9 (O): -0.649, atom 10 (O): -0.711, atom 11 (O): -0.410, atom 12 (O): -0.642, atom 13 (O): -0.533, atom 14 (O): -0.497, atom 15 (O): -0.649, atom 16 (N): -0.618, atom 17 (N): 0.303, atom 18 (C): -0.731, atom 19 (C): -0.081, atom 20 (C): -0.757, atom 21 (C): 0.017, atom 22 (H): 0.331, atom 23 (H): 0.293, atom 24 (H): 0.249, atom 25 (H): -0.466, atom 26 (H): 0.382, atom 27 (H): 0.324, atom 28 (H): 0.620, atom 29 (H): 0.287, atom 30 (H): 0.306, atom 31 (H): 0.217, atom 32 (H): 0.263, atom 33 (H): 0.318, atom 34 (H): 0.186, atom 35 (H): 0.303, atom 36 (H): 0.217, atom 37 (H): 0.259, atom 38 (H): 0.287, atom 39 (H): 0.404, atom 40 (H): 0.317, atom 41 (H): -0.334, atom 42 (H): 0.252, atom 43 (H): 0.302, atom 44 (H): 0.243, atom 45 (H): 0.210, atom 46 (H): 0.401, atom 47 (H): 0.273, atom 48 (H): 0.347, atom 49 (H): 0.209, atom 50 (H): 0.207, atom 51 (H): -0.110, atom 52 (H): 0.179, atom 53 (H): 0.329, atom 54 (H): 0.358, atom 55 (H): 0.330, atom 56 (H): 0.332, atom 57 (H): 0.321, atom 58 (H): 0.281, atom 59 (H): 0.333, atom 60 (H): 0.293, atom 61 (H): 0.351, atom 62 (H): 0.444, atom 63 (H): 0.390, atom 64 (H): 0.119

***

Record 5
Here is a molecular structure, C4H4BeO2 at a distorted geometry from the OMol25 dataset. Energies are from wB97M-V/def2-TZVPD.

Atoms and positions in Å:
O  -0.229  -2.056  -0.290
O  -0.695  2.045  0.012
C  0.009  -3.159  -0.477
C  -0.683  -0.600  -0.049
C  0.501  0.142  0.428
C  0.382  1.560  0.417
Be  -1.913  2.121  0.550
H  1.249  2.188  0.664
H  -1.485  -0.741  0.688
H  1.447  -0.349  0.659
H  -1.053  -0.326  -1.047

As for the net charge: +3. Its spin multiplicity is 2. The calculation puts the frontier orbital gap (alpha / beta) at 8.80 / 8.59 eV. The value obtained for the total energy is -318.48462 hartree. Its energy relative to the best compared isomer or geometry (same formula, charge and spin) is 0.0 kcal/mol.

Mulliken charges in e: atom 1 (O): 0.134, atom 2 (O): 0.102, atom 3 (C): 0.374, atom 4 (C): -0.475, atom 5 (C): -0.079, atom 6 (C): 0.408, atom 7 (Be): 0.586, atom 8 (H): 0.543, atom 9 (H): 0.434, atom 10 (H): 0.512, atom 11 (H): 0.460